{
  "formula": "C38H39BrN12O4P2Ti",
  "method": "ωB97M-V/def2-TZVPD",
  "molar_mass_g_mol": 917.529,
  "total_charge": 2,
  "total_energy_ev": -177834.84169,
  "spin_multiplicity": 1,
  "homo_lumo_gap_ev": 7.88,
  "lumo_ha": -0.18429,
  "de_lowest_ev": 0.613,
  "symbols": ["Ti", "C", "N", "C", "C", "N", "C", "P", "C", "N", "C", "C", "N", "C", "C", "N", "C", "C", "N", "C", "H", "H", "H", "H", "H", "H", "H", "H", "H", "H", "H", "H", "H", "H", "H", "N", "N", "C", "N", "N", "N", "O", "O", "H", "H", "H", "H", "H", "Br", "C", "C", "C", "C", "C", "C", "C", "O", "O", "H", "H", "H", "H", "N", "P", "C", "C", "C", "C", "C", "C", "C", "C", "C", "C", "C", "C", "C", "C", "C", "C", "C", "C", "H", "H", "H", "H", "H", "H", "H", "H", "H", "H", "H", "H", "H", "H", "H"],
  "positions_angstrom": [[0.467, 0.263, 1.011], [3.383, -1.565, 5.645], [3.075, -0.793, 4.451], [3.786, 0.276, 3.998], [3.155, 0.705, 2.868], [2.063, -0.081, 2.619], [2.039, -0.983, 3.598], [0.845, -2.327, 3.890], [0.672, -2.865, 2.158], [0.476, -2.074, 1.111], [0.237, -2.906, 0.053], [0.281, -4.205, 0.471], [0.557, -4.168, 1.807], [0.724, -5.320, 2.679], [-0.648, -1.287, 3.827], [-0.901, -0.359, 2.911], [-2.091, 0.207, 3.273], [-2.560, -0.397, 4.404], [-1.640, -1.342, 4.746], [-1.732, -2.255, 5.874], [4.270, -1.148, 6.113], [2.561, -1.516, 6.358], [3.572, -2.607, 5.396], [4.657, 0.656, 4.501], [3.440, 1.537, 2.256], [0.030, -2.524, -0.930], [0.125, -5.124, -0.065], [0.564, -6.228, 2.104], [1.729, -5.342, 3.096], [0.007, -5.293, 3.498], [-2.542, 1.012, 2.724], [-3.458, -0.219, 4.969], [-2.629, -2.021, 6.439], [-1.790, -3.288, 5.534], [-0.865, -2.153, 6.525], [2.696, -0.980, -0.173], [3.616, -0.007, -0.558], [3.278, 1.284, -0.412], [4.182, 2.203, -0.758], [2.153, 1.545, 0.234], [1.973, 2.911, 0.570], [1.786, 3.137, 1.734], [2.061, 3.738, -0.324], [3.199, -1.819, 0.081], [2.038, -1.167, -0.924], [4.296, -0.232, -1.270], [5.040, 1.935, -1.209], [3.908, 3.170, -0.818], [-5.964, 4.641, -0.459], [-4.832, 3.196, -0.015], [-5.264, 1.896, -0.234], [-4.409, 0.840, 0.036], [-3.131, 1.076, 0.513], [-2.711, 2.386, 0.738], [-3.568, 3.450, 0.484], [-1.319, 2.722, 1.194], [-0.985, 3.846, 1.442], [-0.479, 1.676, 1.331], [-6.261, 1.710, -0.609], [-4.745, -0.174, -0.141], [-2.460, 0.251, 0.697], [-3.228, 4.462, 0.654], [-0.028, -0.029, -0.702], [-0.340, 0.353, -2.218], [-1.345, 1.804, -2.642], [-1.021, 3.052, -2.111], [-1.688, 4.186, -2.539], [-2.687, 4.086, -3.497], [-3.032, 2.843, -4.008], [-2.365, 1.703, -3.586], [-1.072, -1.046, -3.114], [-1.889, -1.938, -2.424], [-2.399, -3.055, -3.069], [-2.101, -3.282, -4.405], [-1.327, -2.368, -5.109], [-0.816, -1.250, -4.470], [1.238, 0.646, -3.104], [1.747, 1.914, -3.364], [3.000, 2.053, -3.946], [3.757, 0.935, -4.265], [3.252, -0.336, -4.013], [2.002, -0.478, -3.431], [-0.245, 3.138, -1.359], [-1.423, 5.152, -2.128], [-3.198, 4.973, -3.846], [-3.813, 2.762, -4.752], [-2.638, 0.740, -3.997], [-2.125, -1.745, -1.384], [-3.033, -3.750, -2.534], [-2.476, -4.164, -4.906], [-1.120, -2.528, -6.158], [-0.222, -0.535, -5.026], [1.163, 2.797, -3.143], [3.379, 3.043, -4.168], [4.728, 1.047, -4.730], [3.821, -1.213, -4.298], [1.590, -1.469, -3.270]],
  "forces_ev_per_a": [[1.1241, -2.4090, -1.0974], [-0.0112, -0.1870, 0.2284], [-0.0896, 0.0624, -0.1913], [-0.0036, 0.1336, -0.1741], [0.2752, 0.0059, 0.1355], [-0.1089, 0.0742, 0.2716], [0.0595, -0.2271, 0.2196], [-0.2052, 0.3688, -0.4613], [-0.0100, -0.1259, 0.1741], [-0.0366, -0.0614, 0.1944], [-0.0095, -0.0460, -0.1111], [-0.0143, 0.0509, -0.1417], [0.0587, 0.2018, -0.0737], [0.0428, -0.1677, 0.2222], [0.0374, -0.1173, 0.1593], [0.1822, -0.1338, -0.1091], [-0.0412, 0.1030, 0.2491], [-0.0563, 0.1678, -0.1702], [0.1232, 0.0636, -0.1537], [0.0587, -0.1736, 0.1825], [0.0013, 0.0252, -0.0465], [0.0110, 0.0457, -0.0183], [0.0261, 0.0337, -0.0345], [0.0064, -0.0503, 0.0437], [-0.0779, -0.0111, 0.0339], [0.0067, -0.0103, 0.0093], [0.0446, -0.0287, 0.0297], [-0.0128, 0.0390, -0.0412], [-0.0009, 0.0005, -0.0495], [-0.0319, 0.0069, -0.0527], [0.0365, -0.1039, 0.2093], [0.0158, -0.0600, 0.0563], [0.0160, 0.0196, 0.0018], [-0.0555, 0.0383, -0.0422], [-0.0367, 0.0701, 0.0101], [-0.0969, 0.1892, -0.0980], [0.1697, -0.1346, -0.2790], [0.2267, 0.1740, 0.5029], [0.0956, 0.0469, -0.1588], [-0.8572, 0.1627, 0.2036], [0.7665, 0.4433, 0.1672], [-0.0740, 0.0481, -0.2865], [-0.3161, -0.1623, 0.1440], [-0.0527, -0.0207, 0.1797], [0.0839, -0.1182, -0.1108], [-0.0626, 0.0097, -0.1295], [0.0027, -0.1007, 0.0210], [-0.0732, 0.0246, -0.0917], [0.0419, -0.0582, 0.0586], [-0.0471, 0.0598, -0.0710], [-0.0737, 0.0292, 0.0110], [0.0465, -0.1220, 0.0091], [-0.0403, 0.2159, -0.3082], [0.3025, -0.3102, -0.1239], [0.0318, 0.0655, -0.0540], [-0.9066, 0.7064, 0.0503], [0.2943, -0.3554, -0.1185], [-0.7364, 1.5225, 0.2861], [0.0058, 0.0328, -0.0345], [-0.0013, 0.0031, 0.0206], [-0.0092, -0.0556, -0.0979], [0.0088, 0.0004, -0.0007], [-0.2050, 0.2336, 0.6001], [0.0993, 0.2461, -1.0288], [0.0775, -0.2598, 0.3808], [-0.0437, -0.0505, 0.1242], [0.0656, 0.1174, 0.0737], [-0.0135, -0.0968, -0.0079], [-0.0207, 0.0618, -0.0643], [0.0099, -0.0881, 0.0355], [0.0462, 0.0893, 0.3130], [-0.0356, 0.1279, 0.0266], [-0.0695, -0.0798, -0.0048], [0.0298, 0.0575, -0.0038], [-0.0116, 0.0001, -0.0384], [-0.0480, 0.0399, -0.0196], [-0.0310, -0.2461, 0.4251], [-0.0627, 0.0051, -0.0722], [0.0643, 0.0203, -0.0400], [0.0062, 0.0294, 0.0137], [0.0133, -0.0907, 0.0103], [0.0123, 0.0211, 0.0141], [0.0445, 0.0630, 0.0245], [-0.0016, -0.0072, 0.0209], [-0.0174, 0.0161, 0.0311], [-0.0206, -0.0135, 0.0197], [-0.0221, 0.0170, -0.0106], [0.0170, -0.0741, 0.0086], [0.0021, 0.0104, 0.0287], [-0.0480, 0.0057, 0.0086], [0.0063, 0.0000, -0.0024], [0.0198, -0.0505, -0.0090], [0.0347, 0.0003, -0.0011], [-0.0074, 0.0060, 0.0113], [-0.0240, 0.0152, -0.0294], [-0.0052, 0.0018, 0.0091], [0.0853, -0.0223, -0.0002]]
}